Entry 1:
Density functional theory data (ωB97M-V/def2-TZVPD) for a structure of composition C33H46As3ClIN6O5STi at a distorted geometry.

Results
energy above the lowest of the compared OMol25 structures with the same formula, charge and spin = 0.0000 eV
<S²> = 2.01
HOMO energy (spin up / spin down) = -3.259 / -4.786 eV
energy = -10702.7920 Ha
gap between HOMO and LUMO (spin up / spin down) = 5.34 / 6.85 eV

```
! RIJCOSX wB97M-V def2-TZVPD def2/J DEFGRID3
* xyz -1 3
Ti 1.36 -0.15 0.54
C -0.97 0.00 -3.27
As -0.93 0.41 -1.37
C -1.19 2.33 -1.58
C -2.81 0.06 -0.91
C -3.30 -1.39 -0.68
C -4.84 -1.34 -0.70
C -2.87 -1.92 0.69
As -0.95 -2.24 1.01
C -1.21 -2.50 2.93
C -0.76 -4.11 0.54
C -2.80 -2.29 -1.82
As -3.48 -4.14 -1.87
C -4.96 -3.86 -3.12
C -2.19 -4.73 -3.22
H -1.90 0.39 -3.70
H -0.88 -1.07 -3.43
H -0.12 0.50 -3.73
H -2.03 2.52 -2.25
H -0.28 2.77 -1.99
H -1.37 2.78 -0.61
H -3.38 0.50 -1.74
H -3.02 0.66 -0.02
H -5.20 -0.63 0.04
H -5.27 -2.32 -0.46
H -5.21 -1.03 -1.68
H -3.38 -2.86 0.91
H -3.17 -1.21 1.46
H -2.07 -3.16 3.07
H -1.40 -1.54 3.41
H -0.32 -2.94 3.35
H -1.66 -4.67 0.82
H 0.10 -4.49 1.10
H -0.55 -4.23 -0.52
H -1.71 -2.39 -1.77
H -3.03 -1.84 -2.79
H -5.83 -3.46 -2.60
H -5.23 -4.82 -3.56
H -4.67 -3.17 -3.92
H -1.20 -4.80 -2.78
H -2.17 -4.03 -4.05
H -2.48 -5.72 -3.58
O -0.04 1.59 3.86
C 0.51 0.60 3.39
O 0.34 0.21 2.17
C 1.38 -0.27 4.27
C 1.41 0.09 5.63
C 2.10 -0.65 6.56
C 2.79 -1.79 6.14
C 2.78 -2.15 4.81
C 2.09 -1.41 3.83
S 2.23 -2.00 2.18
H 0.85 0.97 5.91
H 2.11 -0.35 7.61
H 3.33 -2.40 6.86
H 3.32 -3.03 4.49
N 2.08 -2.74 -4.01
N 1.79 -2.91 -2.64
N 2.87 -3.40 -1.90
C 2.81 -2.69 -0.82
N 1.86 -1.72 -0.79
N 1.23 -1.78 -2.03
H 1.19 -2.75 -4.50
H 2.48 -1.81 -4.13
H 3.47 -2.85 0.02
C -1.97 5.46 0.52
C -0.91 5.47 -0.55
C -1.24 5.63 -1.89
C -0.26 5.61 -2.86
Cl -0.72 5.79 -4.55
C 1.07 5.45 -2.54
C 1.42 5.30 -1.20
C 0.43 5.31 -0.22
O 0.81 5.16 1.09
C 0.69 3.80 1.54
C 1.64 2.90 0.76
O 2.82 3.22 0.67
O 1.09 1.86 0.22
H -2.81 6.10 0.25
H -1.57 5.78 1.48
H -2.37 4.45 0.66
H -2.28 5.76 -2.18
H 1.83 5.43 -3.31
H 2.44 5.15 -0.89
H -0.34 3.45 1.43
H 0.94 3.79 2.59
I 3.04 1.14 -2.32
C 4.04 0.67 -0.55
C 5.41 0.87 -0.56
C 6.08 0.85 0.65
C 5.36 0.72 1.82
C 3.99 0.53 1.73
N 3.36 0.43 0.56
H 5.92 1.05 -1.49
H 7.15 0.99 0.68
H 5.82 0.78 2.80
H 3.38 0.46 2.62
*
```

Atom charges from the Mulliken analysis, given in e for atoms 1 to 8: atom 1 (Ti): -1.01, atom 2 (C): -1.28, atom 3 (As): 1.25, atom 4 (C): -1.47, atom 5 (C): -2.47, atom 6 (C): 2.85, atom 7 (C): -2.36, atom 8 (C): -2.59

Entry 2:
Density functional theory data (ωB97M-V/def2-TZVPD) for a structure of composition C33H46BrN3O5SSbSr.

Results
energy above the lowest of the compared OMol25 structures with the same formula, charge and spin = 0.4300 eV
HOMO energy = -5.203 eV
energy = -5068.8250 Ha
gap between HOMO and LUMO = 7.47 eV

```
! RIJCOSX wB97M-V def2-TZVPD def2/J DEFGRID3
* xyz -1 1
Sr -0.61 0.30 0.53
C 0.54 5.54 0.47
C 1.38 4.31 0.28
C 2.58 4.31 -0.43
C 3.28 3.13 -0.62
C 2.72 1.98 -0.11
Br 3.59 0.30 -0.37
N 1.58 1.94 0.55
C 0.95 3.09 0.76
H 1.08 6.44 0.17
H 0.24 5.65 1.51
H -0.37 5.46 -0.13
H 2.97 5.24 -0.83
H 4.21 3.10 -1.16
H 0.02 3.03 1.34
C -7.70 3.44 -3.97
C -6.42 3.14 -3.23
C -5.83 4.08 -2.40
C -4.67 3.79 -1.70
C -4.08 2.55 -1.85
C -4.65 1.58 -2.68
C -5.82 1.89 -3.36
S -2.63 2.17 -0.91
O -1.76 1.38 -1.81
O -2.04 3.43 -0.51
N -2.98 1.33 0.35
C -3.81 0.11 0.15
C -3.15 -1.01 -0.70
O -3.71 -1.41 -1.72
O -2.03 -1.46 -0.23
H -7.94 4.51 -3.91
H -8.54 2.89 -3.54
H -7.63 3.16 -5.02
H -6.29 5.06 -2.29
H -4.20 4.52 -1.05
H -4.20 0.60 -2.76
H -6.27 1.14 -4.00
H -4.78 0.36 -0.27
H -3.95 -0.31 1.15
C 2.65 -5.41 -0.06
C 2.54 -3.94 0.33
C 3.01 -3.71 1.76
Sb 0.62 -2.92 0.08
C 0.07 -3.55 -1.93
C 1.26 -3.43 -2.87
C -0.60 -4.92 -2.03
C -0.78 -4.08 1.28
C -1.00 -3.38 2.62
C -0.45 -5.55 1.48
H 3.71 -5.72 -0.04
H 2.28 -5.61 -1.06
H 2.11 -6.05 0.63
H 3.18 -3.36 -0.34
H 2.38 -4.24 2.48
H 2.99 -2.65 2.03
H 4.03 -4.07 1.90
H -0.68 -2.79 -2.18
H 2.01 -4.20 -2.67
H 1.75 -2.46 -2.79
H 0.94 -3.55 -3.91
H 0.09 -5.73 -1.77
H -0.93 -5.10 -3.06
H -1.48 -4.99 -1.39
H -1.70 -3.98 0.69
H -0.08 -3.33 3.21
H -1.75 -3.91 3.21
H -1.34 -2.35 2.48
H 0.44 -5.67 2.11
H -0.27 -6.08 0.55
H -1.27 -6.05 2.00
N 1.73 -0.99 8.17
C 1.37 -0.76 7.10
C 0.92 -0.48 5.77
C 1.82 -0.45 4.71
C 1.36 -0.17 3.43
C 0.01 0.08 3.12
C -0.85 0.05 4.23
C -0.43 -0.21 5.52
H 2.87 -0.65 4.90
H 2.11 -0.16 2.63
H -1.91 0.25 4.09
H -1.13 -0.23 6.35
C 0.08 -0.09 -4.19
C 0.87 0.06 -2.90
O 0.87 1.39 -2.40
H 0.13 -1.12 -4.55
H 0.48 0.57 -4.96
H -0.97 0.16 -4.01
H 1.92 -0.21 -3.06
H 0.47 -0.64 -2.15
H -0.06 1.65 -2.33
*
```

Atom charges from the Mulliken analysis, given in e for atoms 1 to 8: atom 1 (Sr): 1.53, atom 2 (C): -1.36, atom 3 (C): 0.18, atom 4 (C): -0.51, atom 5 (C): -0.72, atom 6 (C): -0.05, atom 7 (Br): -0.11, atom 8 (N): 0.27